This record from the Open Molecules 2025 dataset describes one molecule with the formula C4H7NO. The level of theory is ωB97M-V with the def2-TZVPD basis set.

The calculation puts the HOMO energy at -9.8 eV. The SMILES is CC(=O)[C@H]1CN1. The energy above the lowest of the compared OMol25 structures with the same formula, charge and spin comes out at 39.1 kcal per mole. As for the multiplicity: 1. The total charge is 0.

Last column: natural (NBO) charge in e.
Positions of all 13 atoms, in Å:
C -0.398 1.954 -0.184  -0.71
C -0.559 0.505 0.178  0.58
O -1.614 0.044 0.570  -0.56
C 0.614 -0.393 -0.088  -0.22
C 0.589 -1.726 0.565  -0.23
N 0.299 -1.610 -0.849  -0.55
H -0.333 2.012 -1.277  0.24
H 0.530 2.367 0.220  0.23
H -1.258 2.530 0.154  0.24
H 1.558 0.078 -0.352  0.21
H -0.242 -1.893 1.245  0.22
H 1.523 -2.228 0.806  0.20
H -0.710 -1.639 -0.987  0.36

This record from the Open Molecules 2025 dataset describes an isolated ion of composition C3H4NO2 and charge +1 at a distorted geometry. The level of theory is ωB97M-V with the def2-TZVPD basis set.

The calculation puts the HOMO energy (spin up / spin down) at -12.9 / -17.1 eV. The expectation value of S² is 2.01. The energy above the lowest of the compared OMol25 structures with the same formula, charge and spin comes out at 107.8 kcal per mole. As for the multiplicity: 3. The total charge is +1.

Last column: Mulliken spin population.
Positions of all 10 atoms, in Å:
C -0.619 0.065 -0.158  0.76
C -1.909 0.629 -0.359  0.02
C 1.872 -0.749 -0.208  0.00
N 0.803 0.002 -0.602  0.63
O -1.503 -0.830 -0.263  0.22
O 1.840 0.697 -0.204  0.36
H -2.693 1.062 0.438  0.00
H -2.254 0.864 -1.370  0.02
H 1.738 -1.035 0.801  0.00
H 2.389 -1.368 -0.889  0.00

This record from the Open Molecules 2025 dataset describes a 2-piece molecular cluster, C5H13N3 overall at a distorted geometry. The level of theory is ωB97M-V with the def2-TZVPD basis set.

The calculation puts the HOMO energy (spin up / spin down) at -7.6 / -7.6 eV. The SMILES is [H]/N=C(\C)CC.[H]/N=N/C. The energy above the lowest of the compared OMol25 structures with the same formula, charge and spin comes out at 114.3 kcal per mole. As for the multiplicity: 1. The total charge is 0.

Last column: natural (NBO) charge in e.
Positions of all 21 atoms, in Å:
C 0.343 -1.301 -0.961  -0.47
C -0.685 3.163 -0.159  -0.46
C 2.023 -0.782 0.940  -0.70
C -1.103 -1.579 -1.317  -0.62
N -0.167 1.879 0.229  -0.12
N -1.019 1.124 0.758  -0.50
C 0.552 -0.888 0.631  0.42
N -0.317 -1.357 1.436  -0.72
H -1.420 0.181 0.696  0.45
H -0.312 -0.980 2.381  0.35
H 0.951 -2.201 -1.069  0.21
H 0.767 -0.520 -1.595  0.21
H -1.776 3.178 -0.260  0.20
H -0.200 3.448 -1.094  0.21
H -0.389 3.891 0.600  0.21
H 2.171 -0.440 1.965  0.22
H 2.496 -1.757 0.829  0.24
H 2.507 -0.102 0.242  0.23
H -1.185 -1.951 -2.339  0.21
H -1.526 -2.327 -0.648  0.23
H -1.711 -0.678 -1.265  0.20

This record from the Open Molecules 2025 dataset describes C4H8N3 as an isolated structure at a distorted geometry. The level of theory is ωB97M-V with the def2-TZVPD basis set.

The calculation puts the HOMO energy at -10.9 eV. The energy above the lowest of the compared OMol25 structures with the same formula, charge and spin comes out at 186.8 kcal per mole. As for the multiplicity: 1. The total charge is +1.

Last column: natural (NBO) charge in e.
Positions of all 15 atoms, in Å:
C -1.900 -0.349 -0.556  0.02
C -1.122 1.008 -1.780  -0.23
C -1.628 0.969 -0.372  -0.39
C 2.579 -1.212 2.331  -0.07
N 1.442 0.369 0.964  -0.03
N 2.053 -0.511 1.481  0.12
N -1.416 -0.406 -1.868  -0.61
H 1.946 1.158 0.638  0.41
H -2.237 -1.175 0.086  0.21
H -1.776 1.513 -2.386  0.22
H -0.095 1.426 -1.839  0.18
H 2.966 -2.175 2.110  0.28
H 2.389 -1.002 3.359  0.28
H -2.237 1.489 0.274  0.22
H -0.962 -1.101 -2.441  0.40

This record from the Open Molecules 2025 dataset describes C43H61BMoN8S4 as an isolated structure. The level of theory is ωB97M-V with the def2-TZVPD basis set.

The calculation puts the HOMO energy (spin up / spin down) at -18.4 / -18.4 eV. As for the multiplicity: 1. The total charge is +4.

Last column: Mulliken charge in e.
Positions of all 118 atoms, in Å:
Mo 0.525 2.333 -0.696  -0.92
C 2.358 -0.180 3.835  -1.74
C 1.182 -0.558 2.967  -0.98
C 0.256 -1.503 3.326  -0.26
C -0.858 -1.799 2.505  -0.02
N -0.948 -1.286 1.293  -0.81
N -0.012 -0.427 0.936  1.16
B 0.157 -0.027 -0.545  1.86
N -1.019 -0.564 -1.414  0.27
N -1.128 -1.888 -1.483  -0.13
C -2.113 -2.381 -2.214  -0.04
C -2.979 -1.520 -2.929  -0.52
C -2.874 -0.160 -2.831  -0.02
C -3.781 0.799 -3.555  -1.76
C -1.831 0.287 -2.012  0.70
S -1.544 1.988 -1.775  -0.28
C -2.300 -3.882 -2.297  1.93
C -3.720 -4.229 -1.808  -1.40
C -2.150 -4.294 -3.777  -1.73
C -1.270 -4.622 -1.439  -1.34
N 1.457 -0.827 -0.982  0.53
N 1.627 -2.019 -0.410  0.01
C 2.690 -2.719 -0.761  -0.27
C 3.589 -2.211 -1.730  -0.54
C 3.396 -0.993 -2.318  -0.02
C 4.330 -0.410 -3.343  -1.69
C 2.271 -0.295 -1.867  0.46
S 1.923 1.323 -2.406  -0.29
C 2.934 -4.076 -0.123  2.22
C 2.772 -5.144 -1.226  -1.35
C 4.376 -4.113 0.415  -1.76
C 1.953 -4.358 1.018  -1.43
C 0.948 0.028 1.721  1.17
S 1.859 1.389 1.092  -0.36
C -1.947 -2.751 2.965  1.67
C -3.160 -2.700 2.031  -1.39
C -2.381 -2.354 4.387  -1.77
C -1.361 -4.174 2.980  -1.31
H 2.153 -0.388 4.884  0.47
H 2.627 0.874 3.734  0.41
H 3.236 -0.768 3.552  0.31
H 0.365 -2.016 4.276  0.66
H -3.740 -1.951 -3.572  0.50
H -4.484 0.260 -4.186  0.44
H -3.208 1.479 -4.190  0.37
H -4.356 1.405 -2.851  0.38
H -4.496 -3.707 -2.375  0.39
H -3.854 -3.996 -0.748  0.17
H -3.885 -5.299 -1.943  0.51
H -2.987 -3.954 -4.392  0.39
H -2.131 -5.383 -3.835  0.48
H -1.220 -3.918 -4.211  0.36
H -1.208 -4.207 -0.429  -0.26
H -0.275 -4.568 -1.890  0.14
H -1.556 -5.672 -1.365  0.58
H 4.463 -2.795 -1.998  0.52
H 5.058 -1.150 -3.668  0.46
H 4.879 0.440 -2.927  0.32
H 3.789 -0.056 -4.223  0.39
H 3.528 -5.030 -2.009  0.39
H 1.786 -5.103 -1.693  0.14
H 2.900 -6.136 -0.788  0.51
H 5.128 -4.037 -0.375  0.40
H 4.537 -5.070 0.913  0.47
H 4.556 -3.318 1.148  0.35
H 0.915 -4.185 0.725  -0.07
H 2.176 -3.726 1.887  0.23
H 2.055 -5.401 1.325  0.57
H -3.658 -1.724 2.080  0.35
H -3.878 -3.465 2.333  0.55
H -2.874 -2.882 0.994  -0.16
H -2.703 -1.306 4.426  0.28
H -1.597 -2.515 5.131  0.35
H -3.232 -2.971 4.681  0.50
H -1.102 -4.510 1.970  0.09
H -2.101 -4.864 3.390  0.55
H -0.463 -4.241 3.607  0.33
C 0.622 4.927 1.812  -1.90
C 0.773 4.483 0.389  1.42
C -0.308 4.612 -0.545  1.68
C -1.658 5.082 -0.103  -2.30
C -0.049 4.532 -1.940  0.06
C -1.104 4.981 -2.904  -1.71
C 1.240 4.147 -2.397  0.92
C 1.490 4.004 -3.871  -3.01
C 2.330 4.087 -1.476  1.84
C 3.746 4.058 -1.957  -2.01
C 2.083 4.186 -0.082  0.55
C 3.232 4.183 0.882  -1.90
H 0.926 4.158 2.519  0.31
H -0.396 5.227 2.038  0.55
H 1.278 5.791 1.958  0.42
H -1.638 6.179 -0.045  0.53
H -1.938 4.698 0.869  0.30
H -2.434 4.806 -0.811  0.44
H -1.957 4.302 -2.946  0.32
H -0.717 5.100 -3.909  0.51
H -1.488 5.946 -2.571  0.47
H 1.675 4.995 -4.301  0.55
H 0.631 3.574 -4.381  0.69
H 2.356 3.390 -4.090  0.55
H 4.221 3.092 -1.769  0.43
H 4.317 4.810 -1.410  0.44
H 3.829 4.279 -3.015  0.41
H 3.610 5.207 0.986  0.49
H 4.057 3.562 0.538  0.57
H 2.937 3.849 1.871  0.47
S -1.168 2.082 1.917  0.06
C -2.032 3.101 3.023  -0.24
N -2.205 2.590 4.273  0.14
C -2.891 3.227 5.250  0.04
C -3.446 4.437 4.991  -0.96
C -3.259 4.930 3.704  -0.03
N -2.571 4.287 2.752  -0.25
H -1.806 1.680 4.463  0.03
H -2.964 2.724 6.204  0.49
H -4.000 4.978 5.744  0.45
H -3.688 5.886 3.418  0.51

This record from the Open Molecules 2025 dataset describes one molecule with the formula C20H22N2O5S at a distorted geometry. The level of theory is ωB97M-V with the def2-TZVPD basis set.

The calculation puts the HOMO energy at -9.5 eV. The SMILES is O=C(N[C@@H](Cc1ccccc1)C(=O)O)c1ccc(S(=O)(=O)N2CCCC2)cc1. The energy above the lowest of the compared OMol25 structures with the same formula, charge and spin comes out at 12.7 kcal per mole. As for the multiplicity: 1. The total charge is 0.

Last column: natural (NBO) charge in e.
Positions of all 50 atoms, in Å:
O 2.891 -1.950 -1.378  -0.61
C 1.847 -1.323 -1.351  0.65
N 0.833 -1.612 -2.190  -0.61
H -0.064 -1.154 -2.127  0.42
C 0.962 -2.676 -3.163  -0.14
C 2.424 -2.737 -3.620  0.82
O 2.976 -1.849 -4.207  -0.60
O 2.949 -3.944 -3.422  -0.68
H 3.886 -3.946 -3.673  0.50
H 0.698 -3.641 -2.709  0.21
C 0.069 -2.382 -4.380  -0.44
C -1.354 -2.164 -3.953  0.07
C -2.180 -3.246 -3.672  -0.24
C -3.476 -3.045 -3.231  -0.19
C -3.962 -1.760 -3.061  -0.22
C -3.149 -0.675 -3.340  -0.19
C -1.852 -0.877 -3.782  -0.28
H -1.226 -0.027 -4.019  0.22
H -3.524 0.330 -3.215  0.22
H -4.974 -1.604 -2.717  0.22
H -4.110 -3.894 -3.021  0.22
H -1.805 -4.250 -3.805  0.21
H 0.462 -1.494 -4.880  0.24
H 0.136 -3.226 -5.068  0.23
C 1.604 -0.210 -0.386  -0.05
C 2.371 -0.198 0.778  -0.17
C 2.205 0.805 1.715  -0.19
C 1.275 1.800 1.478  -0.31
C 0.522 1.817 0.321  -0.18
C 0.686 0.811 -0.617  -0.21
H 0.116 0.850 -1.533  0.21
H -0.172 2.628 0.167  0.24
S 1.025 3.061 2.726  2.32
O 0.199 4.094 2.165  -0.94
O 2.299 3.420 3.277  -0.93
N 0.160 2.152 3.849  -0.67
C 0.725 2.058 5.189  -0.24
H 1.704 2.537 5.179  0.24
C -0.266 2.753 6.144  -0.42
H -0.762 2.013 6.773  0.20
H 0.234 3.473 6.789  0.22
C -1.279 3.419 5.210  -0.42
H -0.936 4.412 4.919  0.21
H -2.272 3.497 5.648  0.22
C -1.240 2.507 3.985  -0.23
H -1.577 2.995 3.073  0.24
H -1.817 1.592 4.152  0.19
H 0.851 1.001 5.443  0.20
H 2.791 0.841 2.619  0.24
H 3.096 -0.984 0.921  0.24

What is the total charge in the fourth record? +1

What is the multiplicity in the fourth record? 1